No. 1
51
Properties=species:S:1:pos:R:3 method="wB97M-V/def2-TZVPD" e_homo_ev=-11.42 gap_ev=9.208 e_above_lowest_kj_mol=108.3 smiles="C=CCc1ccc(OCCCC[NH2+][C@@H](C)CC)c(OC)c1" total_charge=+1 largest_force_ev_per_a=0.68
C 5.939 1.759 -0.149
C 5.446 0.724 0.504
C 4.977 -0.545 -0.151
C 3.510 -0.736 0.113
C 3.045 -1.712 0.978
C 1.690 -1.839 1.226
C 0.779 -0.997 0.614
O -0.590 -1.069 0.880
C -1.209 -2.347 0.763
C -1.293 -2.857 -0.681
C -1.723 -1.813 -1.720
C -2.928 -0.968 -1.309
N -2.480 0.211 -0.532
C -3.540 0.980 0.183
C -3.944 0.242 1.450
C -3.026 2.397 0.457
C -1.819 2.461 1.387
C 1.238 0.002 -0.257
O 0.279 0.816 -0.831
C 0.730 1.927 -1.582
C 2.597 0.120 -0.493
H 6.264 2.650 0.360
H 6.058 1.753 -1.221
H 5.340 0.750 1.580
H 5.536 -1.390 0.257
H 5.161 -0.491 -1.225
H 3.737 -2.378 1.468
H 1.343 -2.593 1.915
H -0.687 -3.088 1.372
H -2.205 -2.211 1.190
H -1.993 -3.693 -0.685
H -0.317 -3.243 -0.981
H -0.885 -1.147 -1.939
H -1.958 -2.344 -2.642
H -3.469 -0.617 -2.191
H -3.614 -1.558 -0.702
H -1.737 -0.121 0.146
H -1.972 0.842 -1.161
H -4.402 1.050 -0.490
H -4.446 -0.695 1.224
H -4.636 0.853 2.021
H -3.077 0.039 2.072
H -3.843 2.971 0.895
H -2.780 2.873 -0.495
H -2.066 2.095 2.378
H -0.977 1.890 1.004
H -1.502 3.495 1.489
H 1.240 1.610 -2.496
H -0.161 2.496 -1.849
H 1.395 2.562 -0.993
H 2.975 0.881 -1.155


No. 2
12
Properties=species:S:1:pos:R:3 method="wB97M-V/def2-TZVPD" e_homo_ev=-10.05 gap_ev=10.772 e_above_lowest_kj_mol=31.4 smiles="C/C(F)=C/C(=O)O" total_charge=0 largest_force_ev_per_a=2.97
C -0.598 1.896 0.568
C -0.543 0.398 0.403
F -1.317 -0.228 1.317
C 0.203 -0.234 -0.505
C 0.496 -1.626 -0.420
O -0.006 -2.349 0.435
O 1.438 -2.061 -1.262
H -0.222 2.195 1.507
H -0.099 2.490 -0.180
H -1.621 2.175 0.447
H 0.638 0.307 -1.313
H 1.630 -2.963 -0.997


No. 3
82
Properties=species:S:1:pos:R:3 method="wB97M-V/def2-TZVPD" e_homo_ev="-11.44 / -11.44" gap_ev="6.341 / 6.340" total_charge=+1 largest_force_ev_per_a=0.44
Ru -0.479 0.566 0.610
C -5.306 0.886 -0.802
C -4.029 1.561 -1.303
C -4.379 2.845 -2.068
C -3.205 0.640 -2.177
C -3.831 -0.072 -3.199
C -3.112 -0.868 -4.067
C -1.736 -0.983 -3.938
C -1.068 -0.296 -2.939
C 0.419 -0.455 -2.719
C 0.630 -1.402 -1.538
C 1.183 -0.967 -3.935
C -1.818 0.511 -2.065
N -1.100 1.276 -1.082
C -0.721 2.571 -1.441
O -1.045 3.150 -2.442
C 0.216 3.148 -0.423
C 0.779 4.410 -0.380
C 1.677 4.689 0.644
C 2.028 3.709 1.572
C 1.437 2.470 1.447
N 0.552 2.248 0.485
C 1.768 1.194 2.160
O 2.478 1.110 3.118
N 1.121 0.079 1.541
C 1.920 -1.109 1.430
C 3.182 -1.016 0.801
C 3.948 -2.169 0.711
C 3.487 -3.381 1.197
C 2.245 -3.454 1.798
C 1.444 -2.326 1.935
C 0.132 -2.453 2.673
C 0.376 -2.770 4.151
C -0.794 -3.479 2.021
C 3.755 0.263 0.211
C 4.946 0.763 1.034
C 4.162 0.099 -1.257
H -5.792 1.515 -0.057
H -5.101 -0.082 -0.345
H -6.014 0.737 -1.618
H -3.429 1.841 -0.434
H -5.008 2.611 -2.929
H -3.488 3.352 -2.434
H -4.932 3.528 -1.421
H -4.902 0.014 -3.322
H -3.623 -1.404 -4.857
H -1.187 -1.605 -4.631
H 0.833 0.526 -2.462
H 0.282 -2.407 -1.791
H -0.006 -1.143 -0.663
H 1.666 -1.470 -1.219
H 0.882 -1.982 -4.199
H 2.252 -0.992 -3.725
H 1.023 -0.325 -4.801
H 0.515 5.138 -1.135
H 2.126 5.670 0.711
H 2.751 3.889 2.355
H 4.923 -2.121 0.244
H 4.101 -4.268 1.113
H 1.896 -4.400 2.190
H -0.363 -1.488 2.612
H 0.878 -3.732 4.263
H -0.569 -2.831 4.696
H 1.003 -2.010 4.621
H -0.378 -4.486 2.081
H -0.970 -3.245 0.970
H -1.761 -3.495 2.527
H 2.982 1.035 0.216
H 5.765 0.043 0.986
H 4.687 0.901 2.083
H 5.314 1.709 0.633
H 4.958 -0.638 -1.372
H 4.537 1.047 -1.644
H 3.324 -0.210 -1.880
C -2.497 -0.390 3.712
S -2.692 0.267 2.096
O -4.015 0.748 1.952
O -1.621 1.391 1.961
O -2.177 -0.695 1.081
H -2.937 0.339 4.390
H -1.444 -0.549 3.930
H -3.053 -1.325 3.751


No. 4
18
Properties=species:S:1:pos:R:3 method="wB97M-V/def2-TZVPD" e_homo_ev=-9.39 gap_ev=9.930 e_above_lowest_kj_mol=67.8 smiles=CCS.O.O.O total_charge=0 largest_force_ev_per_a=1.80
C 2.376 -1.788 0.821
C 1.254 -2.605 1.423
S -0.423 -2.125 0.880
H 2.222 -0.729 1.018
H 2.384 -1.955 -0.260
H 3.375 -2.061 1.158
H 1.352 -3.673 1.236
H 1.194 -2.578 2.516
H -0.671 -0.872 1.251
O -2.116 1.621 -1.462
H -2.467 1.597 -0.581
H -1.620 0.771 -1.477
O 0.037 -0.492 -2.231
H 0.577 -1.113 -1.784
H 0.476 -0.246 -3.060
O -2.337 5.628 0.075
H -3.193 5.960 0.372
H -2.419 4.662 0.104


No. 5
5
Properties=species:S:1:pos:R:3 method="wB97M-V/def2-TZVPD" e_homo_ev=-8.09 gap_ev=5.789 e_above_lowest_kj_mol=215.2 total_charge=0 largest_force_ev_per_a=4.16
P 0.619 0.430 -0.048
S -2.204 -0.021 0.370
I -1.593 2.033 0.067
I 1.340 0.755 2.221
I 2.188 1.664 -1.402


No. 6
18
Properties=species:S:1:pos:R:3 method="wB97M-V/def2-TZVPD" e_homo_ev=-9.75 gap_ev=10.781 e_above_lowest_kj_mol=169.2 smiles=COC.COC total_charge=0 largest_force_ev_per_a=1.83
C -0.241 -1.593 0.592
O 0.819 -1.966 -0.262
C 0.396 -2.454 -1.575
H -1.058 -2.321 0.726
H -0.668 -0.653 0.203
H 0.216 -1.391 1.575
H -0.273 -1.691 -2.009
H -0.136 -3.420 -1.559
H 1.284 -2.551 -2.222
C 0.791 1.267 0.254
O -0.423 1.752 -0.275
C -0.908 2.703 0.648
H 0.594 0.878 1.267
H 1.529 2.083 0.329
H 1.223 0.457 -0.356
H -1.051 2.270 1.652
H -1.880 3.073 0.282
H -0.215 3.558 0.729


No. 7
111
Properties=species:S:1:pos:R:3 method="wB97M-V/def2-TZVPD" e_homo_ev=-9.10 gap_ev=9.448 total_charge=0 largest_force_ev_per_a=13.93
C 1.945 -2.069 -3.246
C 1.190 -0.642 -3.466
C 0.438 -0.605 -4.923
C 0.180 -0.410 -2.244
C 0.873 -0.243 -0.809
C 1.847 1.027 -0.686
C 3.347 0.645 -1.227
C 4.332 1.139 -0.043
C 3.375 2.271 0.558
O 3.583 3.465 0.829
O 2.119 1.546 0.668
H 3.084 -1.876 -3.168
H 1.757 -2.788 -4.116
H 1.653 -2.567 -2.244
H 2.024 0.148 -3.548
H 0.725 0.350 -5.509
H -0.699 -0.698 -4.818
H 0.859 -1.475 -5.547
H -0.546 0.465 -2.443
H -0.490 -1.353 -2.176
H 1.387 -1.235 -0.503
H 0.026 -0.074 -0.035
H 1.337 1.908 -1.238
H 3.326 -0.474 -1.492
H 3.422 1.366 -2.130
H 5.311 1.420 -0.551
H 4.351 0.220 0.654
C 0.406 0.482 3.663
C -0.751 -0.241 3.046
N -1.654 -0.810 2.559
H 0.226 1.558 3.639
H 0.538 0.166 4.699
H 1.319 0.262 3.108
C 0.245 -1.580 7.710
C 1.547 -1.374 6.985
N 2.577 -1.214 6.418
H 0.336 -2.377 8.440
H -0.024 -0.650 8.239
H -0.545 -1.826 7.005
C 3.752 6.397 1.579
C 3.321 7.544 2.448
N 2.979 8.442 3.127
H 4.318 6.752 0.733
H 4.367 5.705 2.154
H 2.867 5.864 1.210
C 7.734 8.671 1.813
C 6.343 8.125 1.703
N 5.245 7.694 1.615
H 8.377 8.203 1.066
H 7.723 9.749 1.649
H 8.135 8.466 2.807
C 3.245 0.530 -7.931
C 3.102 1.076 -6.544
N 2.994 1.518 -5.440
H 3.398 -0.549 -7.891
H 2.342 0.740 -8.507
H 4.098 0.992 -8.425
C -4.109 -3.114 1.406
C -5.263 -3.836 0.783
N -6.168 -4.398 0.290
H -4.289 -2.039 1.383
H -3.986 -3.432 2.443
H -3.194 -3.332 0.856
C 0.746 1.875 10.325
C -0.423 1.157 9.726
N -1.338 0.593 9.255
H 0.575 2.952 10.294
H 0.880 1.565 11.362
H 1.652 1.642 9.763
C -8.367 -4.885 -2.525
C -9.522 -5.600 -3.158
N -10.427 -6.159 -3.654
H -8.541 -3.808 -2.543
H -8.251 -5.210 -1.490
H -7.449 -5.105 -3.072
C 2.437 4.942 -3.449
C 1.283 4.212 -4.063
N 0.361 3.642 -4.547
H 2.251 6.017 -3.472
H 2.567 4.626 -2.412
H 3.350 4.726 -4.005
C 1.876 -5.724 7.181
C 1.206 -4.385 7.210
N 0.676 -3.325 7.234
H 2.196 -5.956 6.164
H 2.749 -5.719 7.837
H 1.180 -6.494 7.521
C 6.355 1.032 -11.449
C 5.860 0.115 -10.374
N 5.472 -0.604 -9.531
H 7.433 0.916 -11.569
H 5.863 0.796 -12.394
H 6.136 2.068 -11.183
C -5.791 -6.412 3.382
C -4.715 -5.766 4.198
N -3.871 -5.260 4.837
H -5.673 -6.144 2.331
H -5.732 -7.498 3.481
H -6.771 -6.077 3.726
C -4.508 0.258 -1.502
C -3.781 -1.044 -1.364
N -3.213 -2.064 -1.255
H -5.179 0.401 -0.654
H -3.792 1.081 -1.533
H -5.093 0.261 -2.423
C -10.940 -1.612 -1.193
C -9.632 -1.410 -1.894
N -8.608 -1.252 -2.443
H -10.854 -2.430 -0.476
H -11.222 -0.701 -0.663
H -11.717 -1.856 -1.920


No. 8
14
Properties=species:S:1:pos:R:3 method="wB97M-V/def2-TZVPD" e_homo_ev=-14.33 gap_ev=11.307 e_above_lowest_kj_mol=324.3 total_charge=+1 largest_force_ev_per_a=6.64
C 0.626 -0.056 -0.751
N -0.410 -0.589 -0.112
N 0.935 1.218 -0.375
N 1.294 -0.595 -1.811
N -1.087 -0.433 2.092
N -0.986 0.220 0.947
H -0.647 -1.627 -0.143
H 0.421 1.330 0.457
H 1.644 1.928 -0.784
H 1.874 0.141 -2.367
H 1.102 -1.366 -2.506
H -1.885 -0.984 2.219
H -0.829 0.166 2.837
H -2.053 0.646 0.296


Copy entry 2 word for word.
12
Properties=species:S:1:pos:R:3 method="wB97M-V/def2-TZVPD" e_homo_ev=-10.05 gap_ev=10.772 e_above_lowest_kj_mol=31.4 smiles="C/C(F)=C/C(=O)O" total_charge=0 largest_force_ev_per_a=2.97
C -0.598 1.896 0.568
C -0.543 0.398 0.403
F -1.317 -0.228 1.317
C 0.203 -0.234 -0.505
C 0.496 -1.626 -0.420
O -0.006 -2.349 0.435
O 1.438 -2.061 -1.262
H -0.222 2.195 1.507
H -0.099 2.490 -0.180
H -1.621 2.175 0.447
H 0.638 0.307 -1.313
H 1.630 -2.963 -0.997